# 1
DFT (the ωB97M-V functional and the def2-TZVPD basis) results for C30H21MnN4O3PS as an isolated structure.

Relative energy (zero: lowest compared OMol25 entry of this formula, charge and spin) ... 38.9 kJ/mol
Expectation value of S² ... 0.95
Max |F| ... 3.04 eV/A
HOMO energy (spin up / spin down) ... -14.4 / -14.4 eV
Net charge ... +2
Spin multiplicity ... 2
E_LUMO (spin up / spin down) ... -0.34866 / -0.29142 Ha

```
61
Properties=species:S:1:pos:R:3:forces:R:3
Mn 0.94679 1.48473 0.89130 1.0 1.8 -2.2
O 1.02989 1.40593 4.74870 0.1 0.1 -0.7
C 0.70989 0.84453 3.73890 -1.4 -1.1 1.7
O 1.15199 1.19623 2.55050 1.4 0.3 0.5
C -0.20461 -0.35947 3.74550 0.2 0.2 0.2
C -0.53971 -0.87807 4.99780 0.0 0.0 -0.2
C -1.33911 -2.00557 5.09000 0.1 0.2 0.0
C -1.79291 -2.63737 3.94170 0.0 0.1 0.0
C -1.48291 -2.11977 2.69660 0.1 0.1 -0.1
C -0.69251 -0.97297 2.58950 0.2 0.4 0.1
P -0.42991 -0.35967 0.89430 -0.6 -1.7 0.1
C 0.47659 -1.68597 0.05270 0.0 0.5 0.1
C 1.28359 -2.54627 0.80350 -0.1 0.1 0.1
C 1.94939 -3.58467 0.17760 0.0 0.0 0.0
C 1.82529 -3.76247 -1.19310 0.0 0.0 0.0
C 1.05099 -2.88867 -1.94540 0.0 0.0 -0.1
C 0.38799 -1.84067 -1.33330 0.0 0.1 0.0
C -2.10761 -0.19487 0.23310 0.4 0.6 0.0
C -2.72011 -1.11037 -0.61880 0.3 0.0 0.0
C -3.98761 -0.83467 -1.10380 -0.1 -0.1 0.0
C -4.64561 0.32993 -0.74040 0.0 0.1 0.0
C -4.05791 1.21633 0.15380 0.1 0.0 0.1
C -2.78831 0.95933 0.63600 0.1 -0.1 0.0
H -0.16561 -0.38857 5.88670 0.0 0.0 -0.1
H -1.60351 -2.38967 6.06250 0.0 -0.1 0.1
H -2.39391 -3.52887 4.01580 -0.1 -0.1 0.0
H -1.84751 -2.60927 1.80350 -0.1 0.0 0.0
H 1.36899 -2.41807 1.87430 0.0 0.0 0.0
H 2.55629 -4.26097 0.75960 0.0 0.0 0.1
H 2.32819 -4.58837 -1.67570 0.0 0.0 0.0
H 0.95789 -3.03197 -3.01230 0.0 0.0 0.0
H -0.21431 -1.15517 -1.91640 0.0 0.0 -0.1
H -2.22401 -2.02767 -0.90400 0.0 0.0 0.0
H -4.46461 -1.53227 -1.77690 0.0 -0.1 0.0
H -5.61941 0.55593 -1.15000 -0.1 -0.1 0.0
H -4.57821 2.11123 0.45850 -0.1 0.1 0.0
H -2.29761 1.65303 1.31170 -0.2 0.0 0.0
N 2.52999 1.42493 -2.93090 0.3 0.0 0.4
C 1.23779 1.46953 -3.40630 -1.0 0.0 0.3
C 0.71169 1.43673 -4.69190 0.0 0.1 0.0
C -0.66331 1.52713 -4.80050 0.2 0.0 0.0
C -1.48421 1.65823 -3.67390 0.0 0.0 0.1
C -0.96821 1.67193 -2.39270 0.1 0.0 -0.1
C 0.41239 1.54793 -2.26110 0.0 0.0 -0.7
N 1.21619 1.50753 -1.13550 0.8 -0.4 0.2
C 2.48039 1.45223 -1.58900 -0.7 -0.1 -0.1
C 3.57129 1.45603 -0.65180 1.2 0.0 0.1
C 4.93099 1.50413 -0.83100 -0.7 0.0 0.2
S 5.73209 1.54953 0.67900 -0.7 0.0 0.0
C 4.21239 1.49773 1.46400 0.3 0.0 0.2
N 3.18469 1.45003 0.66600 -1.2 -0.1 -0.2
H 3.36429 1.41823 -3.49800 0.0 0.0 0.1
H 1.34199 1.35933 -5.56560 0.0 0.0 0.0
H -1.11741 1.50673 -5.77930 0.0 0.0 -0.1
H -2.54871 1.75983 -3.81490 -0.1 0.0 0.0
H -1.60141 1.79243 -1.52810 -0.1 0.0 0.0
H 5.48549 1.52323 -1.74680 0.1 0.0 -0.2
H 4.12959 1.51103 2.53520 -0.1 0.0 0.2
O -1.23511 4.99463 0.73520 -0.2 0.3 0.0
C -0.66511 3.99463 0.73990 -0.3 0.6 0.0
N -0.08371 2.94133 0.73400 0.6 -1.6 0.2
```
Forces are in eV/Å.



# 2
DFT (the ωB97M-V functional and the def2-TZVPD basis) results for C33H43BCoN9O4S3Se as an isolated structure.

Relative energy (zero: lowest compared OMol25 entry of this formula, charge and spin) ... 206.8 kJ/mol
Max |F| ... 0.55 eV/A
HOMO energy (spin up / spin down) ... -6.9 / -6.9 eV
E_LUMO (spin up / spin down) ... -0.03891 / -0.04276 Ha

```
95
Properties=species:S:1:pos:R:3:forces:R:3
Co -0.68805 0.05995 -0.09982 -0.2 -0.1 0.0
C -3.99472 -4.15158 0.38800 -0.1 0.0 0.0
C -3.62468 -3.46421 1.70002 0.0 0.0 0.0
C -4.11459 -2.01523 1.74664 0.0 0.0 0.0
C -4.26362 -4.23243 2.85495 0.0 0.0 0.0
N -2.13742 -3.49108 1.87242 0.1 0.0 -0.1
C -1.46551 -4.10566 2.91244 0.1 0.0 0.1
C -0.15280 -3.85226 2.74639 0.0 0.0 0.0
N -0.00257 -3.08274 1.61398 0.0 0.0 0.0
B 1.40993 -2.50540 1.29160 0.0 0.0 0.0
N 1.74797 -1.33390 2.23568 0.1 0.1 -0.1
C 3.00459 -1.18337 2.77485 0.1 0.0 0.0
C 3.00108 -0.07158 3.53593 0.0 -0.1 0.1
N 1.73138 0.47240 3.46761 0.0 0.0 -0.2
C 0.99078 -0.29991 2.63831 -0.2 0.0 0.1
S -0.64698 -0.03466 2.18034 -0.1 0.0 0.1
C 1.30472 1.73296 4.15400 0.0 0.0 0.0
C 2.48102 2.27288 4.96382 0.0 0.0 0.0
C 0.15609 1.42099 5.11174 0.0 0.0 0.0
C 0.91230 2.77263 3.10555 0.0 0.1 0.0
N 1.65965 -2.19023 -0.21424 -0.1 0.0 -0.1
C 1.82704 -3.24486 -1.07434 0.1 0.0 -0.1
C 2.12184 -2.75131 -2.29542 0.0 0.0 0.0
N 2.12331 -1.37796 -2.19791 0.0 0.0 0.1
C 1.80824 -1.04856 -0.92126 0.1 0.0 0.1
S 1.54864 0.55183 -0.30425 -0.3 -0.1 0.0
C 2.57757 -0.45386 -3.29765 0.0 0.0 0.0
C 3.79678 0.31522 -2.79124 0.0 0.0 0.0
C 1.45592 0.48356 -3.73274 0.0 0.0 0.0
C 2.99329 -1.29631 -4.50107 0.0 0.0 0.0
C -1.22345 -2.86920 1.09337 0.0 0.0 0.1
S -1.52827 -2.00887 -0.36723 0.1 0.1 -0.2
H -5.08022 -4.14678 0.28342 0.0 0.0 0.0
H -3.65653 -5.18910 0.39094 0.0 0.0 0.0
H -3.57227 -3.63947 -0.47262 0.0 0.0 0.0
H -5.20257 -2.01563 1.82020 0.0 0.0 0.0
H -3.83355 -1.45820 0.85623 0.0 0.0 0.0
H -3.71122 -1.50687 2.62438 0.0 0.0 0.0
H -5.34265 -4.21221 2.71073 0.0 0.0 0.0
H -4.05033 -3.77120 3.81996 0.0 0.0 0.0
H -3.95402 -5.27801 2.87369 0.0 0.0 0.0
H -1.96415 -4.67335 3.67205 0.0 0.0 0.0
H 0.69424 -4.15533 3.33487 0.0 0.0 0.0
H 2.18534 -3.38308 1.57042 0.0 0.0 0.0
H 3.78750 -1.89315 2.57910 0.0 0.0 0.0
H 3.78310 0.35451 4.13168 0.0 0.0 0.0
H 2.81025 1.57026 5.73060 0.0 0.0 0.0
H 2.14719 3.17846 5.46813 0.0 0.0 0.0
H 3.32571 2.54174 4.32859 0.0 0.0 0.0
H 0.46809 0.68950 5.85901 0.0 0.0 0.0
H -0.71605 1.04501 4.58420 0.0 0.0 0.0
H -0.13091 2.33729 5.62910 0.0 0.0 0.0
H 1.72529 2.91819 2.39203 0.0 0.0 0.0
H 0.72233 3.72300 3.60589 0.0 0.0 0.0
H 0.01419 2.48848 2.56465 0.0 0.0 0.0
H 1.74297 -4.26316 -0.73996 0.0 0.0 0.0
H 2.33746 -3.26764 -3.20873 0.0 0.0 0.0
H 3.53837 0.98045 -1.97059 0.0 0.0 0.0
H 4.19348 0.92119 -3.60619 0.0 0.0 0.0
H 4.57858 -0.37273 -2.46382 0.0 0.0 0.0
H 1.10503 1.11654 -2.92516 0.0 0.0 0.0
H 0.60574 -0.08207 -4.11092 0.0 0.0 0.0
H 1.84042 1.11492 -4.53546 0.0 0.0 0.0
H 3.83100 -1.95855 -4.27679 0.0 0.0 0.0
H 3.31216 -0.61176 -5.28541 0.0 0.0 0.0
H 2.16061 -1.87802 -4.89694 0.0 0.0 0.0
O -3.13566 -0.00470 -3.54982 -0.2 -0.1 -0.1
Se -2.37821 0.93958 -2.51792 0.4 -0.3 0.2
O -3.37084 0.97568 -1.08834 -0.1 -0.1 -0.3
O -1.00240 0.10764 -1.96714 -0.2 0.1 -0.1
O -1.98207 2.41728 -2.96696 0.0 0.2 -0.1
N -2.95614 6.55232 -0.82113 0.0 0.0 0.0
C -3.84585 7.59562 -0.68838 0.0 0.0 0.0
C -3.88074 8.88048 -1.21744 0.0 0.0 0.0
C -4.94534 9.67840 -0.84360 0.0 0.0 0.0
C -5.94010 9.21158 0.02856 0.0 0.0 0.0
C -5.90008 7.93320 0.54823 0.0 0.0 0.0
C -4.83669 7.11044 0.18024 0.0 0.1 -0.1
N -4.55546 5.80717 0.54538 0.0 -0.1 0.1
C -3.44479 5.51142 -0.07112 0.0 0.0 0.0
C -2.74676 4.21996 -0.02882 0.0 -0.1 0.0
C -3.46117 3.09200 0.15149 0.0 0.1 0.0
C -2.83366 1.75678 0.09661 0.0 0.0 0.2
N -1.42320 1.79146 0.05609 0.4 0.1 0.1
C -0.74813 2.93507 -0.17060 -0.1 0.3 0.0
C -1.32635 4.16416 -0.21035 0.1 -0.2 0.0
H -2.17502 6.49320 -1.44997 0.0 0.0 0.0
H -3.11540 9.24227 -1.89189 0.0 0.0 0.0
H -5.01351 10.68637 -1.23160 0.0 0.0 0.0
H -6.75628 9.87089 0.29408 0.0 0.0 0.0
H -6.66727 7.56763 1.21746 0.0 0.0 0.0
H -4.53253 3.13521 0.28611 0.0 0.0 0.0
H -3.20042 1.08579 0.88754 0.1 0.0 0.0
H 0.31839 2.81503 -0.30595 0.0 0.1 0.0
H -0.71648 5.04672 -0.32778 0.0 0.0 0.0
```
Forces are in eV/Å.



# 3
DFT (the ωB97M-V functional and the def2-TZVPD basis) results for C4H10N2 as an isolated structure.

Relative energy (zero: lowest compared OMol25 entry of this formula, charge and spin) ... 414.9 kJ/mol
Max |F| ... 4.37 eV/A
HOMO energy ... -9.0 eV
E_LUMO ... 0.02736 Ha

```
16
Properties=species:S:1:pos:R:3:forces:R:3
C 1.30194 -0.86636 0.84242 -1.2 1.8 0.3
C 1.47001 -0.04478 -0.46620 -1.0 0.0 1.6
C 0.11310 0.35786 -1.10944 2.6 0.5 -1.3
N -1.86125 -0.72318 0.53518 0.9 1.2 -1.8
C -1.54549 0.53837 0.55861 0.0 -1.4 2.4
N -0.54605 1.27458 -0.20280 -3.5 -2.5 0.7
H 0.83630 -0.20037 1.58945 0.8 0.2 0.2
H 0.43868 -1.52908 0.82215 0.7 -1.0 -0.6
H 2.26090 -1.22259 1.20992 -0.3 -0.4 0.1
H 1.92022 0.93559 -0.23285 0.3 -0.6 0.0
H 2.12205 -0.63177 -1.08296 0.1 0.1 -1.0
H -0.45761 -0.50135 -1.49164 -0.1 0.4 0.4
H 0.46720 1.03144 -1.90711 -0.5 -0.5 -0.4
H -1.68594 1.20324 -0.52990 1.9 2.2 -2.0
H -2.82591 -0.90974 0.26471 -0.1 0.0 1.5
H -2.00816 1.28813 1.20045 -0.7 0.1 0.1
```
Forces are in eV/Å.



# 4
DFT (the ωB97M-V functional and the def2-TZVPD basis) results for a 2-piece molecular cluster, CHF2NO2 overall.

Relative energy (zero: lowest compared OMol25 entry of this formula, charge and spin) ... 277.1 kJ/mol
Max |F| ... 5.75 eV/A
HOMO energy ... -11.7 eV
E_LUMO ... -0.04269 Ha

```
7
Properties=species:S:1:pos:R:3:forces:R:3
C -0.53460 0.16682 -0.24391 -1.5 -5.3 -1.6
N 0.79230 -0.11842 0.43352 2.7 0.9 -0.3
O 0.87703 -0.38391 1.62383 -0.9 0.1 -1.6
O 1.74593 0.04346 -0.32835 -1.0 -0.4 0.7
F -0.57582 1.18592 -1.01788 0.8 1.1 -0.6
F -1.38071 0.28210 0.72247 -1.3 0.2 0.8
H -0.92412 -1.17596 -1.18968 1.2 3.5 2.7
```
Forces are in eV/Å.



# 5
DFT (the ωB97M-V functional and the def2-TZVPD basis) results for a 2-piece molecular cluster, C5H4BN3O overall.

Relative energy (zero: lowest compared OMol25 entry of this formula, charge and spin) ... 111.1 kJ/mol
Structure (SMILES) ... CC(=C=NC#N)C#N.B=O
Max |F| ... 5.20 eV/A
HOMO energy ... -9.6 eV
E_LUMO ... -0.03326 Ha

```
14
Properties=species:S:1:pos:R:3:forces:R:3
B 1.68192 0.37770 3.10537 -0.7 -0.4 0.3
C 2.63510 -0.72772 -1.45091 -2.5 0.0 0.2
C -1.46532 -0.83074 0.49736 0.0 -1.5 2.0
C 0.20951 -0.56821 -1.20999 3.6 -1.3 1.0
C -1.92500 0.76896 -1.17698 1.1 2.2 4.6
C -0.95502 -0.35125 -0.68290 -1.8 2.7 -2.1
N 3.75601 -0.63278 -1.59512 2.4 0.3 -0.1
N -1.99894 -1.16541 1.45890 0.0 -0.1 0.2
N 1.34314 -0.98245 -1.46770 -2.6 0.4 -0.5
O 1.54770 0.60520 1.91704 0.4 -0.2 1.4
H 1.65232 0.06754 4.31720 0.3 0.6 -1.8
H -2.80263 0.92767 -0.44904 1.4 -0.7 -1.2
H -1.42323 1.77352 -1.15315 0.0 -0.9 0.3
H -2.25557 0.73796 -2.11008 -1.6 -1.0 -4.1
```
Forces are in eV/Å.